1.
Formula: C4H9NO2
Source: the OMol25 dataset
Level of theory: ωB97M-V with the def2-TZVPD basis set

Geometry as XYZ:
```
16
Properties=species:S:1:pos:R:3:forces:R:3:nbo_charge:R:1
C -2.687127 0.531947 -0.157077 0.4 -0.1 0.1 -0.444
N -1.810238 -0.523706 0.355929 -0.5 0.0 1.0 -0.457
C -1.678223 -0.572794 1.614858 -0.1 -0.1 -0.4 -0.029
C 1.203931 0.125077 0.658725 0.4 -0.4 -0.8 0.415
O 0.832517 -0.638090 -0.364674 0.0 0.0 0.4 -0.733
O 2.452680 0.495966 0.466442 -0.4 -0.1 0.0 -0.523
C 3.247868 0.148227 -0.700479 0.3 0.0 -0.2 -0.298
H -2.984919 1.297112 0.629039 0.1 -1.0 -0.8 0.179
H -3.562600 -0.044243 -0.567598 0.7 1.2 0.0 0.217
H -2.058616 1.043862 -0.912397 -0.9 -0.1 0.0 0.213
H -0.100153 -0.923094 -0.203115 0.0 0.3 -0.2 0.525
H -1.091677 -1.405756 2.028321 -0.2 0.6 0.2 0.188
H -2.163268 0.207082 2.234289 0.3 -0.6 0.1 0.156
H 4.206844 0.545255 -0.352324 0.0 -0.2 -0.8 0.201
H 2.888071 0.608493 -1.638494 0.1 0.2 0.7 0.194
H 3.321627 -0.921969 -0.955916 -0.2 0.3 0.7 0.196
```
Forces are in eV/Å.

Properties
molecular weight	103.1	g/mol
E_HOMO	-8.8	eV
2S+1	1
energy relative to the best compared isomer or geometry (same formula, charge and spin)	4.0982	eV
HOMO-LUMO gap	9.9	eV

***

2.
Formula: C11H5FN8RuS
Source: the OMol25 dataset
Level of theory: ωB97M-V with the def2-TZVPD basis set

Geometry as XYZ:
```
27
Properties=species:S:1:pos:R:3:forces:R:3:nbo_charge:R:1
Ru 0.717523 0.797669 0.220886 0.2 0.6 0.4 0.794
N 0.086948 0.847171 4.359059 0.0 0.0 0.0 -0.307
C 0.783162 1.392691 3.360094 0.0 -0.1 0.0 0.241
N 0.488903 0.731132 2.258778 -0.1 0.2 0.2 -0.442
C -0.417447 -0.204726 2.656201 0.1 0.0 -0.1 0.289
N -0.685183 -0.167605 3.932749 0.0 0.0 0.0 -0.195
C -0.925614 -1.091690 1.621236 0.0 0.0 0.0 0.125
C -1.836402 -2.119546 1.809525 0.0 0.0 0.0 0.058
N -2.241676 -2.883701 0.807002 0.0 0.0 0.0 -0.313
C -1.741675 -2.622924 -0.394228 0.0 0.0 0.0 0.029
C -0.828874 -1.602713 -0.613485 0.0 0.0 0.0 0.030
N -0.420526 -0.838038 0.399201 0.1 -0.4 -0.1 -0.280
H 0.075640 1.111685 5.332248 0.0 0.0 0.0 0.446
H 1.455061 2.227927 3.460753 0.0 0.0 0.0 0.247
H -2.234940 -2.313371 2.797578 0.0 0.0 0.0 0.238
H -2.070065 -3.244211 -1.217225 0.0 0.0 0.0 0.230
H -0.423185 -1.395093 -1.590808 0.0 0.0 0.0 0.228
S 3.822991 -0.553190 0.232240 0.0 0.0 0.1 0.293
C 2.402214 0.005400 0.273029 -0.2 -0.3 -0.4 -0.184
N 0.729469 0.947337 -1.777324 -0.1 0.0 -0.3 -0.269
C 0.712544 1.170579 -2.905187 0.0 0.0 0.1 0.406
C 0.696416 1.438237 -4.285287 0.0 0.0 -0.1 -0.171
C 1.841652 1.146667 -5.051476 0.0 0.0 0.0 0.214
N 2.777688 0.894576 -5.676990 0.0 0.0 0.0 -0.122
C -0.459628 1.982622 -4.874463 0.0 0.0 0.0 0.213
N -1.408059 2.426446 -5.359247 0.0 0.0 0.0 -0.112
F -0.896949 1.916681 0.225138 0.1 0.0 -0.1 -0.688
```
Forces are in eV/Å.

Properties
⟨S²⟩	0.783
molecular weight	401.4	g/mol
E_HOMO (alpha / beta)	-12.6 / -12.6	eV
2S+1	2
total charge	+1
HOMO-LUMO gap (alpha / beta)	8.3 / 5.6	eV

***

3.
Formula: C3H12BrNNbOS
Source: the OMol25 dataset
Level of theory: ωB97M-V with the def2-TZVPD basis set

Geometry as XYZ:
```
20
Properties=species:S:1:pos:R:3:forces:R:3:nbo_charge:R:1
C -1.256042 -0.205529 -1.178598 -0.7 -0.2 -1.5 -0.733
C -0.277352 -1.412425 -0.702012 2.4 -1.7 1.3 0.335
C -0.629090 -2.925462 -1.332320 0.2 1.6 -1.0 -0.696
N 0.837416 -1.394797 0.069039 -4.8 2.5 -2.3 -0.758
Nb 0.961152 0.084399 1.571267 0.1 -3.3 -1.0 1.371
S 0.419579 -1.551563 3.470641 -0.6 0.1 -1.1 -0.507
Br 1.672703 1.855153 -0.315736 -0.2 -0.4 0.6 -0.494
H -0.657983 0.630232 -1.769607 -1.0 -1.7 1.6 0.263
H -1.931165 0.278459 -0.353350 1.8 -1.0 -1.3 0.268
H -2.022522 -0.639331 -1.986420 1.7 0.7 1.7 0.196
H -1.416499 -3.495755 -0.683649 1.6 1.0 -1.3 0.224
H 0.392338 -3.485851 -1.467391 -2.2 1.0 0.6 0.232
H -1.045766 -2.695673 -2.421851 0.6 -0.8 2.3 0.198
H 2.746565 -0.254251 1.851888 0.1 0.6 0.8 -0.347
H 1.139614 1.446428 2.797375 0.0 0.1 -0.5 -0.308
H -0.798498 0.569986 1.471407 -0.1 0.6 0.7 -0.385
H -0.628123 -2.340292 2.964196 1.1 1.0 0.2 0.144
O 0.455723 5.223884 -0.784932 0.4 0.3 0.0 -0.952
H 1.029580 4.450282 -0.890667 -0.2 -0.1 0.2 0.489
H 1.008369 5.862104 -0.309281 -0.2 -0.3 -0.1 0.458
```
Forces are in eV/Å.

Properties
molecular weight	283.0	g/mol
E_HOMO	-4.8	eV
2S+1	1
total charge	-1
HOMO-LUMO gap	7.2	eV

***

4.
Formula: C26H53BBr10Cl2IN3O6PS
Source: the OMol25 dataset
Level of theory: ωB97M-V with the def2-TZVPD basis set

Geometry as XYZ:
```
104
Properties=species:S:1:pos:R:3:forces:R:3:mulliken_charge:R:1
C 4.672056 5.859241 2.470794 0.1 0.4 -0.2 -1.380
C 4.653905 5.142019 1.127742 0.1 -0.3 -0.1 -0.283
C 4.014486 3.749266 1.191504 0.2 0.1 -0.1 -0.852
C 4.038990 3.030705 -0.178534 0.4 0.1 0.4 0.388
C 4.587980 1.617626 -0.084094 0.4 0.1 0.0 -1.290
N 2.700980 3.192614 -0.816105 0.1 0.1 -0.5 0.879
C 1.870527 2.105844 -1.052760 -0.1 0.2 0.0 -4.429
N 0.630082 2.295113 -0.704466 0.0 -0.3 0.0 1.383
C -0.590981 1.595303 -1.084244 -0.7 0.3 -0.3 -1.082
C -1.410335 1.195561 0.138894 -0.1 -0.3 0.1 -0.417
C -2.690966 0.421515 -0.203650 0.3 0.1 0.3 -0.671
S -3.827624 1.276152 -1.258359 -0.3 0.1 0.7 1.125
O -3.589609 2.694917 -1.203103 0.0 -0.4 -0.2 -0.650
O -5.133499 0.747849 -1.011075 0.3 0.1 -0.3 -0.586
O -3.293419 0.748435 -2.663284 0.0 -0.1 -0.1 -0.452
N 2.276047 1.057558 -1.844950 0.5 -0.2 -0.1 2.110
C 2.052306 -0.357341 -1.545709 -0.5 -0.3 -0.2 -1.633
I 3.844125 -1.603420 -1.310096 0.1 0.2 -0.1 0.101
C 1.213571 -0.699088 -0.309120 -0.3 -0.3 0.2 0.237
C 1.598391 -0.110233 1.048010 -0.1 -0.4 0.2 -1.329
C 2.509931 1.570657 -3.214300 0.3 0.4 0.1 1.111
Cl 0.860645 1.685395 -4.037656 -0.2 -0.1 0.0 -0.152
P 3.409669 0.655844 -4.620150 -0.2 0.1 0.1 0.037
O 2.804932 -0.822415 -4.336810 -0.1 0.2 0.2 -0.324
Cl 5.330761 0.533764 -3.891814 0.1 0.0 0.1 -0.195
C 3.198217 2.966289 -3.225716 -0.1 -0.3 0.0 -1.202
B 3.265237 3.676100 -4.680034 0.0 0.0 -0.2 1.278
O 4.454611 3.562065 -5.344402 -0.3 0.0 1.0 -0.558
O 2.220212 4.378357 -5.248526 0.8 -0.3 -0.2 -0.645
C 2.744134 3.936689 -2.105908 0.0 0.5 -0.5 0.282
C 1.463160 4.752151 -2.353970 -0.2 -0.2 0.3 -2.151
H 3.664087 6.020949 2.860526 0.1 -0.2 0.1 0.335
H 5.125662 6.849991 2.362728 0.0 -0.1 0.0 0.397
H 5.280020 5.315123 3.195717 -0.2 -0.1 0.1 0.344
H 5.686404 5.013055 0.773296 -0.1 0.1 0.0 0.349
H 4.144307 5.739490 0.361692 0.0 0.0 0.1 0.207
H 4.577425 3.152345 1.918534 -0.3 0.0 0.0 0.463
H 2.979537 3.858868 1.525420 0.0 -0.2 0.1 0.142
H 4.758764 3.586920 -0.791978 -0.3 -0.1 -0.1 0.494
H 5.526283 1.677044 0.478022 -0.2 0.0 0.0 0.661
H 4.853889 1.213700 -1.064740 -0.2 0.0 0.2 -0.036
H 3.934555 0.925252 0.447744 0.0 0.1 -0.1 0.102
H 0.486013 3.124775 -0.144209 0.1 0.1 0.2 0.537
H -0.382769 0.773740 -1.767420 0.1 0.2 0.2 0.333
H -1.181130 2.322774 -1.653654 0.1 0.0 0.0 0.876
H -0.832488 0.535438 0.794142 -0.1 0.2 -0.1 -0.130
H -1.678176 2.077275 0.729482 0.0 0.0 -0.2 0.571
H -2.474921 -0.545291 -0.665962 -0.2 0.0 0.0 0.487
H -3.260501 0.256681 0.712410 0.1 -0.1 0.0 0.068
H -3.273862 1.501447 -3.264390 0.0 0.2 -0.3 0.356
H 1.574695 -0.813657 -2.413454 0.2 0.1 0.1 0.892
H 1.315206 -1.782397 -0.196944 -0.1 0.1 -0.1 0.771
H 0.145130 -0.558388 -0.520058 0.5 0.0 0.0 -0.372
H 0.867998 -0.457709 1.786900 0.1 0.0 -0.1 0.580
H 1.601214 0.978088 1.103158 0.1 -0.2 0.1 0.199
H 2.562081 -0.509004 1.376090 0.0 0.2 -0.1 0.393
H 3.254560 -1.472205 -4.875342 0.1 -0.5 -0.3 0.346
H 4.246027 2.732879 -2.996452 -0.1 0.0 0.1 0.180
H 4.585922 4.290799 -5.946136 0.0 0.1 -0.8 0.307
H 1.979991 5.210464 -4.860486 -0.4 0.4 0.3 0.305
H 3.552760 4.667247 -2.010736 -0.1 -0.2 0.2 0.840
H 0.977569 4.954977 -1.394452 0.1 0.1 -0.1 0.428
H 1.711462 5.728312 -2.774485 0.0 -0.1 -0.1 0.461
H 0.739516 4.247371 -2.991952 0.1 0.0 0.0 0.370
Br 7.833470 -4.262275 -0.382664 0.0 0.0 0.0 -0.132
C 6.650624 -5.645809 0.299018 0.1 0.1 -0.1 -0.581
C 5.229518 -5.159025 0.382901 -0.1 0.0 0.1 -0.480
Br 4.964141 -3.947684 1.881076 0.0 0.0 0.0 -0.116
H 7.040947 -5.946403 1.265423 0.0 0.0 0.0 0.378
H 6.725466 -6.473984 -0.401413 0.0 0.0 0.0 0.353
H 4.545231 -5.987409 0.549208 0.0 0.0 0.0 0.362
H 4.935745 -4.619343 -0.512074 0.0 0.0 0.0 0.194
Br -3.931346 2.365334 2.690690 -0.1 0.0 -0.2 -0.100
C -5.432176 1.122007 2.502924 0.0 0.0 0.1 -0.393
C -5.557913 0.315037 3.763694 0.0 -0.3 0.1 -0.184
Br -4.130109 -1.008078 3.858674 0.1 0.0 0.0 -0.069
H -5.232560 0.500796 1.635899 -0.1 0.0 0.0 0.114
H -6.315366 1.726304 2.313806 0.0 0.1 0.1 0.449
H -6.466705 -0.282714 3.805928 0.0 0.2 -0.2 -0.092
H -5.487423 0.935579 4.650782 0.0 0.0 0.0 0.407
Br -5.429745 -3.344213 -0.229356 0.1 0.1 0.0 -0.088
C -5.746011 -2.941403 -2.105673 -0.2 -0.1 0.1 -0.413
C -5.439701 -4.119021 -2.989668 0.1 0.0 -0.1 -0.596
Br -3.521467 -4.377775 -3.193739 0.0 0.0 0.0 -0.150
H -5.139079 -2.080767 -2.344142 0.1 0.2 0.0 0.105
H -6.796870 -2.670237 -2.173370 0.0 0.0 0.0 0.375
H -5.823388 -3.947396 -3.992396 0.0 0.0 0.0 0.378
H -5.839598 -5.048713 -2.599364 0.0 0.0 0.0 0.379
Br -1.061463 -3.282946 4.174632 0.0 0.0 0.0 -0.124
C -2.435313 -4.508197 4.803298 0.0 0.0 0.0 -0.428
C -2.645325 -5.647747 3.841409 -0.1 0.0 0.0 -0.644
Br -3.601244 -5.088150 2.240736 0.1 0.0 0.0 -0.094
H -3.333876 -3.914996 4.944270 0.0 0.0 0.0 0.140
H -2.088348 -4.880033 5.763974 0.0 0.0 0.0 0.360
H -3.256600 -6.421344 4.299880 0.0 0.0 0.0 0.357
H -1.707941 -6.074342 3.500918 0.0 0.0 0.0 0.417
Br -8.091442 -2.497681 3.678481 0.0 -0.1 0.0 -0.150
C -6.904204 -4.022007 3.434556 -0.1 0.1 -0.1 0.126
C -7.560300 -5.316379 3.825956 0.0 -0.1 0.1 -0.530
Br -7.679434 -5.509647 5.755758 0.0 0.0 0.0 -0.152
H -6.018143 -3.814715 4.021566 0.1 0.0 0.0 0.095
H -6.647245 -4.038514 2.378592 0.0 0.0 0.0 -0.146
H -6.960340 -6.154796 3.480030 0.0 0.0 0.0 0.347
H -8.570194 -5.402212 3.438646 0.0 0.0 0.0 0.420
```
Forces are in eV/Å.

Properties
molecular weight	1574.4	g/mol
E_HOMO	-11.4	eV
2S+1	1
total charge	+1
HOMO-LUMO gap	8.1	eV

***

Which electronic energy belongs to each record? In order, -362.934928 -1452.866652 -3280.569975 -29360.729236 hartree.